No. 1
This record from the OMol25 dataset describes one molecule with the formula C3H5NO2. The level of theory is the ωB97M-V functional and the def2-TZVPD basis.

Geometry as XYZ:
```
11
C3H5NO2, DFT the ωB97M-V functional and the def2-TZVPD basis
C 0.765 -1.411 0.864
N -0.332 -0.615 -0.254
C -0.190 0.782 -0.204
O 0.452 1.443 0.585
C -0.853 1.612 -1.343
O -0.497 1.604 -2.493
H 1.543 -0.682 1.000
H 0.382 -1.707 1.881
H 1.027 -2.320 0.329
H -0.701 -1.048 0.591
H -1.596 2.341 -0.957
```

The value obtained for the HOMO energy is -9.8 eV. As for the multiplicity: 1. The calculation puts the molecular weight at 87.08 g mol⁻¹. The value obtained for the orbital gap is 10.12 eV.

No. 2
This record from the OMol25 dataset describes C33H38FIIrN7O5 as an isolated structure. The level of theory is the ωB97M-V functional and the def2-TZVPD basis.

Geometry as XYZ:
```
86
C33H38FIIrN7O5, DFT the ωB97M-V functional and the def2-TZVPD basis
Ir -17.528 -9.234 11.931
F -24.278 -9.661 13.618
C -23.285 -10.301 14.194
C -22.000 -10.144 13.722
C -20.939 -10.930 14.233
C -19.592 -10.512 13.680
O -19.646 -9.713 12.698
C -18.513 -11.330 14.210
C -18.823 -12.171 15.259
N -20.008 -12.324 15.850
C -19.887 -13.223 17.169
C -20.928 -14.160 17.204
C -20.905 -13.042 18.303
C -21.099 -11.633 15.451
C -22.487 -11.779 15.910
C -23.491 -11.122 15.349
N -24.906 -11.096 15.847
C -25.363 -10.149 16.883
C -26.517 -10.889 17.658
N -26.582 -12.283 17.177
C -26.903 -12.278 15.721
C -25.979 -11.335 15.009
C -17.014 -10.994 14.125
O -16.291 -11.171 15.067
O -16.497 -10.674 12.939
H -21.906 -9.168 13.144
H -17.994 -12.745 15.658
H -18.847 -13.449 17.321
H -20.738 -15.171 17.604
H -21.591 -14.148 16.406
H -20.450 -13.160 19.267
H -21.670 -12.300 18.244
H -22.836 -12.427 16.682
H -25.856 -9.359 16.307
H -24.528 -9.783 17.454
H -27.522 -10.519 17.546
H -26.444 -10.959 18.794
H -27.055 -12.984 17.777
H -25.571 -12.491 17.161
H -27.951 -11.914 15.713
H -27.068 -13.332 15.327
H -26.489 -10.414 14.640
H -25.659 -11.790 14.070
I -10.095 -4.601 12.870
C -11.802 -5.265 12.243
C -11.843 -6.594 12.002
C -13.110 -7.174 11.815
C -14.204 -6.485 11.980
C -14.168 -5.049 12.113
C -12.910 -4.462 12.297
C -15.382 -7.340 11.932
O -16.320 -7.224 12.786
O -15.375 -8.171 10.941
H -10.911 -7.108 11.680
H -13.085 -8.282 11.790
H -15.065 -4.415 12.193
H -12.778 -3.421 12.273
N -20.092 -7.189 9.442
C -19.035 -7.143 8.532
C -17.930 -7.750 9.016
N -18.354 -8.295 10.239
C -19.633 -8.001 10.436
H -20.993 -6.884 9.377
H -19.114 -6.566 7.650
H -16.861 -7.773 8.825
H -20.273 -8.290 11.318
C -16.906 -8.102 16.262
C -16.125 -7.186 17.096
N -15.863 -5.875 16.561
C -14.860 -5.120 16.845
C -19.335 -8.253 15.927
N -18.294 -7.512 16.061
C -18.156 -5.967 16.037
C -16.773 -5.451 15.551
H -16.975 -9.179 16.666
H -16.736 -8.270 15.161
H -15.185 -7.682 17.420
H -16.864 -6.821 17.941
H -14.655 -4.369 16.180
H -14.182 -5.589 17.630
H -20.263 -7.867 16.365
H -18.996 -9.240 16.239
H -18.334 -5.716 17.085
H -18.991 -5.632 15.374
H -16.595 -4.428 15.707
H -16.574 -5.817 14.498
```

As for the charge: +3. The value obtained for the HOMO energy (spin up / spin down) is -12.9 / -13.6 eV. As for the multiplicity: 6. The calculation puts the molecular weight at 950.83 g mol⁻¹. The value obtained for the orbital gap (spin up / spin down) is 5.14 / 4.12 eV.

No. 3
This record from the OMol25 dataset describes C4H11AsF6NORb as an isolated structure. The level of theory is the ωB97M-V functional and the def2-TZVPD basis.

Geometry as XYZ:
```
25
C4H11AsF6NORb, DFT the ωB97M-V functional and the def2-TZVPD basis
Rb -1.341 -0.355 3.328
As -1.780 3.683 1.621
F -1.581 2.526 3.010
F -0.627 4.846 2.495
F -2.020 4.945 0.298
F -2.915 2.581 0.821
F -3.189 4.414 2.419
F -0.355 2.936 0.708
C 0.689 -2.478 1.040
C 0.584 -1.206 0.170
C 0.529 -1.490 -1.386
O 1.895 -1.291 -1.834
C 2.180 -1.434 -3.214
N -0.715 -0.580 0.553
H 1.171 -2.186 1.974
H 1.346 -3.211 0.573
H -0.256 -3.020 1.072
H 1.401 -0.519 0.390
H -0.133 -0.787 -1.891
H 0.134 -2.446 -1.728
H 3.178 -1.000 -3.271
H 1.634 -0.772 -3.886
H 2.381 -2.458 -3.527
H -1.425 -1.072 0.030
H -0.785 0.375 0.234
```

The value obtained for the HOMO energy is -10.4 eV. As for the multiplicity: 1. The calculation puts the molecular weight at 363.52 g mol⁻¹. The value obtained for the orbital gap is 9.31 eV.

No. 4
This record from the OMol25 dataset describes a 3-piece molecular cluster, C27H53N3O4 overall. The level of theory is the ωB97M-V functional and the def2-TZVPD basis.

Geometry as XYZ:
```
87
C27H53N3O4, DFT the ωB97M-V functional and the def2-TZVPD basis
C -5.669 0.354 -0.892
C -4.780 1.418 -1.705
N -4.706 1.168 -3.176
C -4.408 -0.253 -3.521
C -3.126 -0.880 -2.783
C -3.514 -2.288 -2.123
C -2.885 -3.008 -1.075
C -1.587 -2.606 -0.247
C -1.795 -3.198 1.257
C -0.851 -2.502 2.349
C -1.609 -1.208 2.972
C 0.639 -2.189 1.852
C -3.650 -4.376 -0.816
O -3.302 -5.444 -0.301
O -4.967 -4.170 -1.397
C -4.690 -3.305 -2.494
O -5.305 -3.358 -3.579
C -3.834 2.122 -3.875
C -4.451 2.778 -5.220
O -2.693 2.490 -3.505
H -6.194 0.935 -0.048
H -4.950 -0.384 -0.403
H -6.398 -0.141 -1.611
H -5.265 2.460 -1.578
H -3.712 1.535 -1.280
H -4.204 -0.271 -4.658
H -5.376 -0.842 -3.380
H -2.368 -1.139 -3.617
H -2.580 -0.177 -2.076
H -0.718 -3.229 -0.685
H -1.343 -1.496 -0.244
H -2.882 -3.051 1.571
H -1.611 -4.336 1.295
H -0.751 -3.237 3.236
H -0.904 -0.596 3.636
H -2.146 -0.586 2.183
H -2.407 -1.644 3.681
H 1.254 -1.800 2.748
H 1.124 -3.169 1.489
H 0.647 -1.360 1.071
H -4.618 1.946 -5.989
H -5.506 3.178 -4.972
H -3.835 3.652 -5.604
C 1.095 7.250 -3.279
C 2.012 6.073 -3.591
N 1.614 4.839 -2.924
C 2.649 3.809 -2.941
C 3.071 3.254 -4.300
C 0.257 4.371 -3.186
C -0.148 4.140 -4.640
H 0.984 7.388 -2.200
H 1.518 8.170 -3.691
H 0.103 7.122 -3.717
H 3.015 6.351 -3.250
H 2.076 5.946 -4.680
H 2.340 2.976 -2.300
H 3.540 4.219 -2.454
H 2.306 2.604 -4.728
H 3.973 2.646 -4.182
H 3.304 4.044 -5.017
H -0.442 5.095 -2.755
H 0.074 3.451 -2.620
H 0.105 4.986 -5.285
H -1.231 4.003 -4.699
H 0.308 3.239 -5.053
C 3.082 -1.619 7.278
C 3.380 -2.858 6.443
N 4.022 -2.555 5.169
C 4.009 -3.673 4.229
C 4.776 -4.935 4.621
C 5.273 -1.807 5.238
C 6.405 -2.390 6.081
H 2.516 -0.881 6.702
H 2.482 -1.894 8.150
H 3.995 -1.146 7.647
H 2.421 -3.348 6.246
H 3.973 -3.561 7.042
H 4.370 -3.330 3.253
H 2.964 -3.954 4.056
H 5.855 -4.789 4.556
H 4.522 -5.745 3.932
H 4.527 -5.275 5.629
H 5.051 -0.806 5.621
H 5.647 -1.629 4.223
H 6.073 -2.689 7.079
H 7.187 -1.636 6.215
H 6.874 -3.249 5.600
```

The value obtained for the HOMO energy is -7.9 eV. As for the multiplicity: 1. The calculation puts the molecular weight at 483.74 g mol⁻¹. The value obtained for the orbital gap is 7.31 eV.

No. 5
This record from the OMol25 dataset describes C11H86NO31 as an isolated structure. The level of theory is the ωB97M-V functional and the def2-TZVPD basis.

Geometry as XYZ:
```
129
C11H86NO31, DFT the ωB97M-V functional and the def2-TZVPD basis
C 0.087 -3.128 2.666
C -0.480 -2.750 1.271
C -0.132 -1.343 0.867
C -0.841 -0.780 -0.298
N -0.610 0.732 -0.620
C -1.176 1.595 0.480
C -2.508 2.223 0.128
C -2.373 2.164 -1.431
C -1.393 1.105 -1.833
C 0.821 1.083 -0.817
C 1.599 0.293 -1.805
C 3.094 0.779 -1.767
H -0.385 -2.502 3.383
H 1.160 -2.887 2.741
H 0.067 -4.166 2.843
H -1.706 -2.873 1.241
H -0.248 -3.480 0.306
H 1.017 -1.386 0.846
H -0.285 -0.554 1.517
H -2.148 -0.801 0.164
H -0.645 -1.373 -1.230
H -0.532 2.206 0.740
H -1.150 1.057 1.622
H -2.612 3.332 0.520
H -3.476 1.650 0.452
H -2.025 3.102 -1.662
H -3.298 2.173 -1.905
H -0.835 1.582 -2.880
H -1.876 0.695 -2.401
H 1.468 1.027 0.149
H 1.029 2.253 -1.075
H 1.086 0.179 -2.743
H 1.417 -0.733 -1.499
H 3.485 1.015 -0.690
H 3.105 1.668 -2.473
H 3.671 0.006 -2.203
O 5.495 2.944 0.517
H 6.169 3.720 0.286
H 4.643 3.288 0.612
O -4.954 -0.778 -1.923
H -4.469 -0.937 -1.095
H -4.329 -1.204 -2.529
O 1.489 4.297 -2.706
H 1.819 4.783 -3.342
H 0.651 3.956 -2.912
O -1.938 3.297 3.369
H -2.506 3.352 4.215
H -2.288 4.013 2.894
O -0.789 -0.934 -4.721
H 0.098 -1.310 -4.743
H -0.812 -0.454 -5.543
O -1.239 -4.230 -2.780
H -1.255 -4.546 -3.686
H -1.649 -3.459 -2.673
O 6.181 2.512 -2.597
H 5.527 3.112 -2.268
H 6.981 3.040 -2.217
O 6.307 -0.703 -2.457
H 6.177 0.285 -2.709
H 6.064 -0.486 -1.493
O -3.140 -2.120 -3.448
H -3.555 -2.330 -4.188
H -2.451 -1.684 -3.910
O -3.331 -5.809 0.910
H -3.524 -5.186 1.580
H -4.041 -5.882 0.297
O 4.186 4.457 -2.031
H 3.387 4.152 -2.205
H 3.982 4.965 -1.257
O -3.626 -4.161 3.003
H -3.792 -3.231 2.982
H -2.832 -4.288 3.553
O 5.355 -1.078 0.159
H 4.894 -0.524 0.836
H 6.338 -1.041 0.377
O 1.141 4.822 -0.019
H 1.508 5.017 -0.978
H 0.435 5.510 -0.038
O 3.363 0.160 2.185
H 3.326 0.953 1.545
H 4.001 0.194 2.928
O -4.714 5.682 -0.030
H -5.725 5.543 -0.136
H -4.364 4.978 -0.562
O -2.962 5.514 2.201
H -3.899 5.575 1.866
H -2.670 6.311 2.669
O -1.581 0.535 4.351
H -0.643 0.429 4.086
H -1.533 1.473 4.109
O 2.605 2.897 1.624
H 2.183 2.972 2.450
H 2.168 3.433 0.897
O -0.858 3.992 -4.005
H -1.859 3.880 -3.892
H -0.781 4.976 -3.968
O 2.994 -4.905 2.420
H 3.027 -5.652 1.902
H 3.296 -4.334 1.664
O 1.884 -3.719 -2.277
H 1.212 -3.901 -1.734
H 2.617 -3.537 -1.570
O -6.207 1.387 0.512
H -5.960 2.374 0.932
H -6.060 0.901 1.291
O 0.979 0.043 3.757
H 1.816 0.146 3.308
H 1.267 -0.755 4.318
O 0.957 -6.057 4.084
H 1.534 -5.501 3.704
H 0.922 -6.579 3.270
O -1.007 -5.935 -0.472
H -1.764 -5.826 0.014
H -0.946 -5.319 -1.171
O -4.929 4.417 -2.867
H -5.327 3.675 -3.219
H -4.366 4.491 -3.617
O 1.598 -1.973 5.705
H 2.464 -2.444 5.406
H 1.598 -1.632 6.510
O -1.518 -5.007 4.728
H -0.586 -5.076 4.300
H -1.530 -5.812 5.232
O -3.927 -2.050 0.696
H -4.381 -1.311 1.136
H -4.579 -2.516 0.405
O 4.424 -1.681 -4.800
H 4.854 -2.048 -5.506
H 4.905 -1.669 -4.101
```

As for the charge: +1. The value obtained for the HOMO energy is -11.7 eV. As for the multiplicity: 1. The calculation puts the molecular weight at 728.79 g mol⁻¹. The value obtained for the orbital gap is 8.81 eV.

No. 6
This record from the OMol25 dataset describes one molecule with the formula O3. The level of theory is the ωB97M-V functional and the def2-TZVPD basis.

Geometry as XYZ:
```
3
O3, DFT the ωB97M-V functional and the def2-TZVPD basis
O -0.779 -0.438 -0.627
O 0.351 -0.189 -0.153
O 0.428 0.627 0.780
```

The value obtained for the HOMO energy is -12.3 eV. As for the multiplicity: 1. The calculation puts the molecular weight at 48.00 g mol⁻¹. The value obtained for the orbital gap is 9.78 eV.